{"formula": "C29H38BCuN7O2S3", "method": "ωB97M-V with the def2-TZVPD basis set", "species": ["Cu", "C", "C", "C", "C", "N", "C", "C", "N", "B", "N", "C", "C", "N", "C", "S", "C", "C", "C", "C", "N", "C", "C", "N", "C", "S", "C", "C", "C", "C", "C", "S", "H", "H", "H", "H", "H", "H", "H", "H", "H", "H", "H", "H", "H", "H", "H", "H", "H", "H", "H", "H", "H", "H", "H", "H", "H", "H", "H", "H", "H", "H", "H", "H", "H", "H", "O", "C", "N", "C", "O", "C", "C", "C", "C", "C", "C", "H", "H", "H", "H"], "xyz": [[-0.1896, -0.6925, 0.0389], [4.7168, 2.3545, 0.5569], [4.8642, 1.5859, -0.7608], [6.0181, 2.1697, -1.5891], [5.2166, 0.1249, -0.4797], [3.6072, 1.7778, -1.5249], [3.4003, 2.9715, -2.2073], [2.1353, 2.9817, -2.6437], [1.5173, 1.8183, -2.2370], [0.1055, 1.5037, -2.7903], [-1.0214, 2.1933, -1.9985], [-2.1181, 2.6616, -2.6841], [-2.9736, 3.1919, -1.8012], [-2.4031, 3.0784, -0.5388], [-1.2035, 2.4174, -0.6751], [-0.1338, 1.8993, 0.5254], [-3.1551, 3.5769, 0.6407], [-3.6923, 4.9740, 0.2914], [-2.3187, 3.7233, 1.9081], [-4.3126, 2.6068, 0.8929], [-0.1099, -0.0158, -3.0292], [0.6580, -0.6366, -3.9865], [0.1965, -1.8805, -4.1601], [-0.8726, -2.0656, -3.2920], [-1.0295, -0.9045, -2.5628], [-2.1542, -0.5538, -1.3336], [-1.6953, -3.2995, -3.4452], [-2.6350, -3.6143, -2.2859], [-2.5388, -3.1071, -4.7136], [-0.7287, -4.4835, -3.6211], [2.4070, 1.0799, -1.5104], [2.0951, -0.3955, -0.7662], [5.6151, 2.2515, 1.1689], [3.8628, 1.9651, 1.1130], [4.5467, 3.4151, 0.3614], [6.9633, 1.8809, -1.1311], [5.9928, 3.2590, -1.6331], [5.9921, 1.7735, -2.6055], [6.2249, 0.0888, -0.0596], [5.1922, -0.4613, -1.3984], [4.5253, -0.3284, 0.2174], [4.1637, 3.7149, -2.3372], [1.6098, 3.7252, -3.2167], [0.0589, 2.0137, -3.8896], [-2.2023, 2.5616, -3.7513], [-3.9414, 3.6249, -1.9680], [-2.8742, 5.6170, -0.0365], [-4.1521, 5.4206, 1.1730], [-4.4473, 4.9412, -0.4934], [-1.4302, 4.3238, 1.7205], [-1.9951, 2.7625, 2.2888], [-2.9294, 4.2214, 2.6656], [-4.9676, 2.5500, 0.0218], [-4.8979, 2.9406, 1.7516], [-3.9258, 1.6063, 1.0896], [1.4721, -0.1221, -4.4666], [0.5533, -2.6619, -4.8041], [-3.3745, -2.8387, -2.1383], [-2.0875, -3.7297, -1.3556], [-3.1450, -4.5538, -2.5149], [-3.2359, -2.2794, -4.5711], [-3.1043, -4.0160, -4.9265], [-1.9015, -2.8781, -5.5698], [0.1415, -4.3484, -2.9829], [-0.3876, -4.5758, -4.6548], [-1.2190, -5.4156, -3.3413], [-1.8655, -2.8524, 2.1239], [-0.9822, -3.3541, 1.4552], [-0.1340, -2.7048, 0.5942], [0.7266, -3.6088, 0.0280], [1.5654, -3.4153, -0.8336], [0.4195, -4.9772, 0.5835], [0.9610, -6.2125, 0.2993], [0.3634, -7.3289, 0.8796], [-0.7236, -7.1855, 1.7356], [-1.2418, -5.9271, 2.0355], [-0.6606, -4.8304, 1.4331], [1.8144, -6.2994, -0.3623], [0.7413, -8.3204, 0.6600], [-1.1690, -8.0704, 2.1750], [-2.0827, -5.8177, 2.7091]], "forces_ev_per_a": [[0.178, -0.001, 0.077], [-0.042, -0.079, -0.018], [0.130, 0.019, 0.251], [-0.062, 0.046, -0.003], [-0.159, 0.003, -0.130], [-0.314, 0.015, -0.162], [0.042, 0.166, -0.063], [-0.069, 0.064, -0.008], [0.367, -0.150, -0.052], [-0.016, -0.159, 0.300], [-0.192, 0.257, -0.097], [-0.061, 0.008, -0.068], [-0.109, 0.060, -0.048], [0.159, -0.065, -0.312], [-0.047, 0.056, 0.178], [-0.007, -0.072, 0.373], [-0.139, 0.021, 0.143], [-0.009, -0.062, -0.053], [0.119, -0.073, -0.085], [0.072, -0.002, -0.027], [-0.109, -0.306, 0.026], [-0.023, 0.150, -0.145], [0.075, -0.115, -0.091], [0.240, 0.283, 0.278], [-0.167, 0.109, -0.523], [-0.322, -0.350, -0.088], [-0.204, -0.059, -0.155], [0.165, 0.143, 0.096], [0.056, 0.046, 0.081], [0.050, 0.087, -0.032], [0.019, 0.201, 0.029], [0.257, -0.247, -0.071], [0.018, -0.021, -0.018], [0.008, -0.005, 0.009], [-0.015, -0.001, 0.018], [0.003, 0.018, 0.025], [0.038, -0.031, -0.013], [0.032, 0.007, 0.000], [-0.019, 0.059, -0.038], [0.014, -0.045, 0.005], [-0.078, -0.072, 0.044], [-0.028, -0.055, 0.017], [0.004, -0.036, -0.032], [0.067, 0.034, -0.052], [0.025, -0.014, 0.007], [0.033, 0.008, 0.016], [-0.013, 0.021, 0.003], [-0.003, -0.043, 0.024], [0.004, 0.056, 0.014], [0.039, 0.003, 0.034], [0.060, -0.053, 0.026], [-0.051, -0.004, -0.077], [-0.018, -0.005, 0.014], [-0.013, -0.010, 0.006], [0.017, 0.011, 0.034], [0.022, -0.036, 0.016], [-0.002, 0.036, 0.020], [-0.075, 0.120, 0.032], [0.081, 0.001, 0.170], [0.076, 0.020, -0.037], [-0.024, -0.021, -0.009], [-0.012, 0.002, -0.009], [-0.021, -0.029, -0.012], [0.080, -0.059, 0.150], [0.000, -0.039, 0.031], [-0.051, 0.023, -0.055], [-0.071, -0.040, 0.093], [-0.036, 0.230, -0.050], [0.240, 0.200, 0.055], [-0.230, -0.073, 0.005], [0.070, 0.039, -0.020], [-0.183, -0.110, 0.019], [0.037, 0.023, -0.070], [0.036, 0.008, 0.021], [0.026, -0.043, 0.043], [-0.120, 0.042, 0.066], [0.200, -0.179, -0.095], [-0.037, -0.004, -0.039], [0.020, 0.003, 0.026], [-0.013, 0.015, 0.011], [-0.016, 0.052, -0.030]], "mulliken_charge": [-0.46, -1.60, 1.32, -1.81, -1.84, 0.55, -0.38, -1.29, 0.72, 0.60, -0.31, -1.28, -0.30, 0.70, 0.14, -0.45, 1.24, -1.71, -2.00, -1.50, 0.87, -1.26, -0.50, 0.69, -0.08, -0.46, 1.39, -1.80, -1.81, -1.69, -0.12, -0.26, 0.47, 0.32, 0.34, 0.46, 0.43, 0.41, 0.52, 0.38, 0.41, 0.44, 0.58, -0.28, 0.58, 0.48, 0.38, 0.46, 0.41, 0.41, 0.44, 0.50, 0.34, 0.45, 0.33, 0.60, 0.53, 0.42, 0.26, 0.56, 0.32, 0.49, 0.36, 0.36, 0.40, 0.43, -0.76, 0.29, 0.26, -0.03, -0.59, 0.68, -0.52, -0.47, -0.39, -0.57, 0.13, 0.47, 0.39, 0.37, 0.47], "mol_weight_g_mol": 687.23, "lumo_energy_ev": 2.59, "total_charge": -1, "total_energy_ev": -123045.4587, "e_homo_ha": -0.127, "gap_ev": 6.06}